(1)
The following is a DFT calculation (ωB97M-V/def2-TZVPD) of C38H43AsAuGeO2S2 as an isolated structure.

Positions of all 88 atoms, in Å:
Au 0.204 0.445 -0.128
S 0.842 2.751 0.998
C -0.436 3.877 0.564
C -0.182 5.258 0.629
C -1.174 6.183 0.359
C -2.455 5.767 0.001
C -2.714 4.410 -0.094
C -1.722 3.470 0.181
As -1.986 1.563 -0.053
C -3.193 1.631 -1.573
C -4.447 1.039 -1.578
C -5.237 1.086 -2.722
C -4.775 1.723 -3.864
C -3.517 2.315 -3.863
C -2.731 2.266 -2.723
C -3.163 1.068 1.403
C -3.617 1.989 2.338
C -4.461 1.575 3.362
C -4.848 0.245 3.452
C -4.373 -0.681 2.531
C -3.523 -0.276 1.511
H 0.813 5.586 0.902
H -0.947 7.241 0.422
H -3.232 6.489 -0.213
H -3.701 4.073 -0.387
H -4.811 0.534 -0.693
H -6.214 0.618 -2.720
H -5.392 1.760 -4.754
H -3.146 2.808 -4.753
H -1.747 2.722 -2.725
H -3.311 3.026 2.272
H -4.811 2.294 4.092
H -5.512 -0.072 4.247
H -4.653 -1.724 2.615
H -3.100 -0.986 0.804
C -1.608 -1.136 -3.163
C -1.670 -1.913 -1.837
C -0.555 -2.972 -1.825
C -3.027 -2.627 -1.756
O -1.548 -1.082 -0.738
H -1.543 -1.808 -4.025
H -0.729 -0.483 -3.158
H -2.493 -0.510 -3.286
H -0.550 -3.564 -2.745
H -0.684 -3.654 -0.976
H 0.413 -2.477 -1.718
H -3.178 -3.305 -2.604
H -3.831 -1.886 -1.756
H -3.081 -3.202 -0.829
C 2.243 1.894 -2.689
Ge 2.906 0.198 -1.968
C 4.874 0.274 -2.142
C 2.383 -1.246 -3.182
C 2.290 -0.002 -0.135
H 2.605 2.050 -3.708
H 2.584 2.716 -2.055
H 1.151 1.912 -2.692
H 5.131 0.439 -3.192
H 5.348 -0.656 -1.818
H 5.284 1.097 -1.552
H 2.780 -1.019 -4.175
H 1.302 -1.341 -3.254
H 2.797 -2.206 -2.863
H 2.669 0.882 0.383
O -0.315 -2.631 2.663
S 0.379 -2.414 1.359
C 0.998 -4.038 0.854
C 1.513 -4.261 -0.417
C 1.947 -5.534 -0.760
C 1.845 -6.577 0.153
C 1.293 -6.348 1.407
C 0.860 -5.076 1.759
C 1.980 -1.697 1.737
C 2.250 -1.469 3.048
C 3.493 -0.933 3.444
C 4.486 -0.684 2.463
C 4.230 -0.888 1.149
C 2.867 -1.246 0.618
H 1.552 -3.460 -1.147
H 2.350 -5.714 -1.749
H 2.185 -7.569 -0.119
H 1.190 -7.165 2.111
H 0.419 -4.865 2.725
H 1.497 -1.735 3.780
H 3.694 -0.744 4.490
H 5.461 -0.324 2.770
H 4.989 -0.668 0.410
H 2.992 -2.056 -0.112

As for the net charge: -1. The multiplicity is 3. Its electronic energy is -186914.42650 eV. The calculation puts the orbital gap (spin up / spin down) at 0.233 / 0.242 Eh. The expectation value of S² is 2.047. As for the relative energy (zero: lowest compared OMol25 entry of this formula, charge and spin): 20.93 kcal/mol.

***

(2)
The following is a DFT calculation (ωB97M-V/def2-TZVPD) of C38H43BrN3Sr as an isolated structure at a distorted geometry.

Positions of all 86 atoms, in Å:
Sr -0.261 -0.329 -0.044
C 1.715 -3.215 3.040
C 1.707 -3.084 1.539
C 0.707 -3.700 0.780
C -0.469 -4.344 1.468
C 0.795 -3.706 -0.620
C -0.272 -4.447 -1.391
C 1.887 -3.100 -1.256
C 2.094 -3.173 -2.749
C 2.844 -2.421 -0.491
C 4.028 -1.765 -1.152
C 2.721 -2.368 0.898
C 3.677 -1.521 1.697
H 1.129 -2.424 3.511
H 2.732 -3.172 3.428
H 1.291 -4.169 3.350
H -0.318 -5.418 1.622
H -1.381 -4.227 0.886
H -0.658 -3.878 2.432
H -1.166 -3.838 -1.546
H -0.585 -5.342 -0.852
H 0.070 -4.774 -2.369
H 2.986 -3.757 -2.994
H 2.248 -2.182 -3.173
H 1.259 -3.623 -3.274
H 3.825 -0.717 -1.392
H 4.295 -2.262 -2.082
H 4.903 -1.793 -0.504
H 4.604 -2.051 1.939
H 3.225 -1.193 2.631
H 3.940 -0.620 1.145
C 2.139 2.812 3.409
C 2.704 3.761 2.570
C 2.887 3.451 1.237
C 2.514 2.189 0.763
N 1.941 1.288 1.574
C 1.765 1.597 2.856
C 2.682 1.798 -0.668
C 3.703 2.388 -1.418
C 3.850 2.064 -2.757
C 2.974 1.151 -3.329
C 1.991 0.557 -2.545
C 1.803 0.828 -1.178
H 1.966 3.006 4.458
H 2.983 4.737 2.950
H 3.296 4.179 0.550
H 1.269 0.838 3.449
H 4.398 3.084 -0.963
H 4.641 2.517 -3.345
H 3.065 0.897 -4.381
H 1.353 -0.175 -3.032
C -0.925 3.876 -0.454
C -0.956 3.175 0.902
C -2.337 2.863 1.404
C -2.910 3.651 2.390
C -4.175 3.373 2.886
C -4.867 2.278 2.406
C -4.329 1.458 1.417
C -5.088 0.225 0.992
C -6.207 0.499 -0.009
C -3.074 1.783 0.898
N -2.457 0.953 -0.070
C -2.949 0.909 -1.256
C -2.471 0.049 -2.299
C -2.900 0.078 -3.625
C -2.167 -0.907 -4.290
C -1.343 -1.475 -3.320
N -1.506 -0.921 -2.107
H 0.101 3.984 -0.805
H -1.376 4.868 -0.386
H -1.472 3.314 -1.211
H -0.455 3.806 1.643
H -0.337 2.276 0.846
H -2.343 4.486 2.787
H -4.602 3.990 3.666
H -5.836 2.024 2.821
H -5.520 -0.226 1.890
H -4.391 -0.511 0.589
H -6.879 1.274 0.364
H -6.796 -0.399 -0.195
H -5.815 0.840 -0.967
H -3.779 1.570 -1.530
H -3.643 0.743 -4.039
H -2.220 -1.182 -5.331
H -0.631 -2.274 -3.458
Br -0.840 -0.808 2.776

As for the net charge: -1. The multiplicity is 1. Its electronic energy is -115458.59298 eV. The calculation puts the orbital gap at 0.276 Eh. As for the relative energy (zero: lowest compared OMol25 entry of this formula, charge and spin): 1.96 kcal/mol.

***

(3)
The following is a DFT calculation (ωB97M-V/def2-TZVPD) of a 3-piece molecular cluster, C38H43Cl2F12N2O9PS2 overall at a distorted geometry.

Positions of all 109 atoms, in Å:
C -3.239 6.900 -6.569
C -3.868 6.286 -5.444
C -3.957 5.411 -4.021
C -3.808 6.071 -2.525
C -3.855 5.138 -1.140
S -3.617 6.034 0.525
O -4.432 7.362 0.459
O -4.140 5.195 1.730
C -1.754 6.346 0.722
F -1.102 5.855 -0.545
F -1.166 5.661 1.910
F -1.441 7.799 0.857
C -4.065 3.480 -1.203
C -4.212 2.867 -2.752
C -4.167 3.784 -4.116
P -4.345 2.803 -5.790
N -3.075 1.753 -5.786
S -4.395 0.965 -2.811
C -3.148 0.415 -1.471
C -2.177 -0.891 -1.674
C -2.257 -1.815 -3.056
C -0.913 -1.602 -4.018
C 0.304 -2.418 -3.281
C 1.470 -2.980 -4.290
C 2.617 -3.693 -3.313
O 3.889 -2.956 -3.278
C 4.456 -2.879 -1.922
C 4.726 -4.332 -1.203
C -1.108 -1.205 -0.435
C -1.027 -0.235 0.925
C 0.113 -0.649 2.028
Cl -0.019 -1.976 3.315
C 1.420 0.120 1.949
C 1.660 1.302 0.794
Cl 2.844 -0.213 3.093
C -2.067 1.048 1.077
C -2.036 2.043 2.407
C -3.400 1.981 3.313
C -3.159 1.863 4.930
F -2.312 3.048 5.329
F -4.479 2.086 5.614
C -2.507 0.446 5.436
F -2.609 0.459 6.943
F -1.046 0.470 5.140
C -3.286 -0.901 4.921
F -4.772 -0.813 5.181
F -3.135 -1.174 3.455
C -2.796 -2.295 5.682
F -1.471 -2.183 6.337
F -2.664 -3.359 4.620
F -3.788 -2.812 6.654
C -3.139 1.399 -0.118
N -4.089 2.593 0.022
C -5.502 2.121 0.361
H -2.654 7.381 -7.492
H -3.629 7.216 -2.357
H -4.323 3.660 -6.949
H -5.533 1.954 -5.806
H -2.541 1.930 -4.884
H -3.190 -1.516 -3.697
H -2.346 -2.976 -2.824
H -0.665 -0.457 -4.178
H -1.119 -2.121 -5.060
H 0.809 -1.686 -2.503
H -0.184 -3.285 -2.627
H 1.977 -2.156 -4.959
H 0.980 -3.844 -4.938
H 2.764 -4.844 -3.567
H 2.197 -3.679 -2.196
H 5.527 -2.365 -2.041
H 3.849 -2.170 -1.188
H 3.980 -4.416 -0.286
H 4.493 -5.251 -1.909
H 5.832 -4.396 -0.768
H -0.389 -2.131 -0.531
H 2.549 2.016 1.062
H 1.939 0.813 -0.254
H 0.691 1.943 0.595
H -1.038 1.861 2.991
H -1.959 3.152 1.972
H -4.085 1.127 2.858
H -3.994 2.999 3.135
H -5.634 1.853 1.505
H -6.329 2.952 0.136
H -5.842 1.170 -0.242
C 5.342 3.624 3.598
O 6.681 3.462 3.133
C 6.796 3.364 1.785
O 5.876 3.402 0.982
O 8.110 3.216 1.484
C 8.384 3.099 0.089
H 5.369 3.691 4.689
H 4.906 4.548 3.206
H 4.731 2.758 3.322
H 8.070 4.003 -0.443
H 7.894 2.213 -0.327
H 9.464 2.985 -0.035
C 3.921 -8.843 -1.422
O 3.733 -8.038 -0.260
C 3.524 -8.743 0.880
O 3.489 -9.960 0.974
O 3.362 -7.861 1.897
C 3.132 -8.466 3.168
H 4.079 -8.175 -2.274
H 4.807 -9.476 -1.313
H 3.032 -9.449 -1.621
H 3.987 -9.085 3.461
H 2.211 -9.057 3.154
H 3.017 -7.668 3.907

As for the net charge: 0. The multiplicity is 1. Its electronic energy is -150087.72699 eV. The calculation puts the orbital gap at 0.237 Eh. The SMILES is C#Cc1cc(S(=O)(=O)C(F)(F)F)c2c(c1[PH2]=N)Sc1c(CCCCCOCC)cc(/C(Cl)=C(\C)Cl)c(CCC(F)(F)C(F)(F)C(F)(F)C(F)(F)F)c1N2C.COC(=O)OC.COC(=O)OC.